(1)
DFT (ωB97M-V/def2-TZVPD) results for a structure of composition C27H40MgNO4Si.

The calculation puts the HOMO energy at -10.49 eV. As for the LUMO energy: -2.1 eV. Its electronic energy is -1897.94407 hartree. As for the total charge: +1. The orbital gap comes out at 8.38 eV.

Atoms and positions in Å:
Mg (-0.7925, -1.0003, -0.7616)
C (-1.2444, -4.2836, -0.8245)
C (-2.6829, -3.8426, -0.9511)
O (-2.6755, -2.5231, -1.4825)
C (-3.9790, -1.9801, -1.6083)
C (-3.8262, -0.4824, -1.6470)
O (-3.0427, -0.0173, -0.5444)
C (-3.7132, -0.0415, 0.7130)
C (-2.8687, -0.7570, 1.7793)
O (-1.9058, -1.5746, 1.1340)
C (-1.4104, -2.6414, 1.9455)
C (-0.2596, -3.2900, 1.1895)
O (-0.4580, -3.2747, -0.2152)
H (-0.8260, -4.4168, -1.8222)
H (-1.1734, -5.2293, -0.2832)
H (-3.1926, -3.8372, 0.0186)
H (-3.2184, -4.5255, -1.6168)
H (-4.5894, -2.2924, -0.7538)
H (-4.4696, -2.3294, -2.5211)
H (-4.8027, 0.0057, -1.6711)
H (-3.2785, -0.2022, -2.5447)
H (-4.6825, -0.5288, 0.6065)
H (-3.8932, 0.9875, 1.0284)
H (-3.5198, -1.3778, 2.3986)
H (-2.3620, -0.0392, 2.4304)
H (-2.2288, -3.3386, 2.1482)
H (-1.0329, -2.2621, 2.8993)
H (-0.0899, -4.3043, 1.5569)
H (0.6460, -2.7035, 1.3518)
C (1.2887, -1.0946, -1.1122)
Si (2.1003, 0.3472, -0.3176)
C (1.1141, 1.8154, -1.0093)
N (-0.3620, 1.6173, -0.9637)
C (-0.9933, 2.0531, -2.2441)
C (-2.0134, 3.1745, -2.0909)
C (-1.3812, 4.3247, -1.3131)
C (-0.9351, 3.8552, 0.0864)
C (-0.9311, 2.3269, 0.2014)
C (1.9878, 0.2271, 1.5712)
C (0.7748, -0.0669, 2.2068)
C (0.6704, -0.1559, 3.5876)
C (1.7938, 0.0418, 4.3784)
C (3.0065, 0.3396, 3.7755)
C (3.0989, 0.4356, 2.3921)
C (3.9075, 0.5979, -0.7507)
C (4.8279, -0.4097, -0.4429)
C (6.1752, -0.2667, -0.7363)
C (6.6310, 0.8928, -1.3515)
C (5.7354, 1.9009, -1.6732)
C (4.3869, 1.7519, -1.3729)
H (1.6727, -2.0514, -0.7500)
H (1.4865, -1.0532, -2.1922)
H (1.4206, 1.8760, -2.0574)
H (1.3904, 2.7752, -0.5605)
H (-1.4488, 1.1954, -2.7447)
H (-0.2104, 2.4083, -2.9164)
H (-2.9109, 2.8204, -1.5776)
H (-2.3170, 3.5037, -3.0862)
H (-2.0796, 5.1571, -1.2323)
H (-0.5192, 4.6899, -1.8764)
H (-1.6094, 4.2394, 0.8544)
H (0.0508, 4.2563, 0.3206)
H (-1.9548, 1.9784, 0.3420)
H (-0.3648, 2.0315, 1.0842)
H (-0.1180, -0.2071, 1.6034)
H (-0.2877, -0.3634, 4.0529)
H (1.7212, -0.0275, 5.4559)
H (3.8865, 0.5040, 4.3847)
H (4.0550, 0.6789, 1.9448)
H (4.4823, -1.3242, 0.0307)
H (6.8710, -1.0577, -0.4866)
H (7.6829, 1.0070, -1.5805)
H (6.0876, 2.8029, -2.1574)
H (3.7022, 2.5543, -1.6288)

These are the Mulliken partial charges, in e, on atoms 1 to 5: atom 1 (Mg): 0.763, atom 2 (C): -0.766, atom 3 (C): -0.649, atom 4 (O): -0.328, atom 5 (C): -0.662

---

(2)
DFT (ωB97M-V/def2-TZVPD) results for a cluster of 7 separate species, C27H41BClN2O22 in total at a distorted geometry.

The calculation puts the HOMO energy at -4.29 eV. As for the LUMO energy: 1.9 eV. Its electronic energy is -3303.30980 hartree. As for the total charge: -1. The orbital gap comes out at 6.15 eV.

Atoms and positions in Å:
C (1.0926, -3.2345, 2.7177)
C (1.9121, -2.2159, 2.1196)
C (1.5045, -1.5412, 0.7404)
C (1.2510, 0.0433, 0.7961)
Cl (0.2952, 0.4339, -0.7688)
C (2.6522, 0.8078, 0.6383)
O (2.6916, 1.8782, -0.0765)
O (3.8485, 0.3800, 1.1819)
N (0.3908, 0.5167, 1.9025)
C (1.1422, 0.8552, 3.1521)
B (1.2495, 2.4815, 3.4309)
O (0.1854, 3.0805, 4.2381)
O (2.3192, 3.2972, 2.9076)
N (-0.7134, -0.3074, 2.1232)
C (-1.8562, 0.5715, 2.5212)
C (-3.1613, 0.2143, 1.6196)
C (-3.9161, -1.0918, 2.2185)
H (1.5263, -4.0823, 3.3381)
H (-0.0566, -3.1927, 2.6341)
H (2.8369, -1.8943, 2.6961)
H (0.6039, -2.0368, 0.2214)
H (2.3910, -1.7089, 0.0188)
H (2.1519, 0.3215, 3.2717)
H (0.4935, 0.4634, 4.0316)
H (-0.1384, 2.3825, 4.8594)
H (2.8257, 3.7522, 3.6118)
H (-0.5231, -1.0449, 2.8174)
H (-2.0897, 0.5517, 3.6475)
H (-1.5754, 1.6653, 2.2814)
H (-3.8679, 1.1249, 1.6302)
H (-2.7853, 0.0011, 0.5654)
H (-4.1550, -1.8743, 1.4229)
H (-3.2629, -1.5069, 3.0661)
H (-4.8794, -0.6946, 2.7061)
C (1.6106, 4.8929, -0.8528)
C (2.2077, 5.5789, 0.3353)
O (2.2262, 6.9476, -0.0620)
C (1.2689, 7.1012, -1.0164)
O (0.9058, 8.1627, -1.4460)
O (0.7764, 5.9009, -1.4199)
H (1.0272, 4.0141, -0.5761)
H (2.3632, 4.6013, -1.5901)
H (1.5892, 5.4786, 1.2317)
H (3.2142, 5.2240, 0.5585)
C (2.7306, -2.4968, -4.5372)
C (2.2048, -1.1243, -4.8292)
O (0.9463, -1.1169, -4.1705)
C (1.0049, -2.0523, -3.1829)
O (0.1757, -2.1876, -2.3324)
O (2.1305, -2.8119, -3.2884)
H (3.8190, -2.5191, -4.4613)
H (2.4106, -3.2339, -5.2789)
H (2.8321, -0.3359, -4.4029)
H (2.0851, -0.9427, -5.8986)
C (1.5080, -7.4077, -7.7036)
C (2.0862, -7.1190, -6.3523)
O (2.4105, -5.7362, -6.4335)
C (1.6156, -5.1940, -7.3955)
O (1.5117, -4.0186, -7.6038)
O (0.9522, -6.1580, -8.0899)
H (0.7388, -8.1806, -7.6700)
H (2.2702, -7.6950, -8.4341)
H (1.3613, -7.2663, -5.5467)
H (2.9748, -7.7160, -6.1424)
C (-2.5672, -5.4999, -5.9542)
C (-3.6570, -6.3726, -6.4988)
O (-2.9950, -7.6117, -6.7188)
C (-1.9143, -7.6403, -5.8928)
O (-1.2317, -8.6116, -5.7023)
O (-1.7062, -6.4297, -5.3101)
H (-2.9398, -4.7596, -5.2451)
H (-2.0077, -4.9871, -6.7419)
H (-4.4678, -6.5275, -5.7810)
H (-4.0761, -5.9852, -7.4285)
C (3.7460, 7.0327, 6.9065)
C (2.6527, 6.1532, 6.3804)
O (3.3116, 4.9117, 6.1681)
C (4.4000, 4.8935, 6.9874)
O (5.0810, 3.9303, 7.1835)
O (4.6120, 6.1131, 7.5552)
H (3.3776, 7.7811, 7.6098)
H (4.2988, 7.5368, 6.1084)
H (1.8475, 6.0065, 7.1062)
H (2.2262, 6.5299, 5.4496)
C (-6.1563, 4.1988, 3.9897)
C (-7.2339, 3.3128, 3.4407)
O (-6.5563, 2.0850, 3.2171)
C (-5.4746, 2.0674, 4.0443)
O (-4.7829, 1.1100, 4.2299)
O (-5.2834, 3.2806, 4.6322)
H (-6.5404, 4.9318, 4.7008)
H (-5.6033, 4.7217, 3.2041)
H (-8.0435, 3.1448, 4.1573)
H (-7.6573, 3.6977, 2.5117)

These are the Mulliken partial charges, in e, on atoms 1 to 5: atom 1 (C): -0.728, atom 2 (C): -0.355, atom 3 (C): -0.397, atom 4 (C): 0.474, atom 5 (Cl): -0.217

---

(3)
DFT (ωB97M-V/def2-TZVPD) results for a structure of composition C27H41BaNP2 at a distorted geometry.

The calculation puts the HOMO energy (alpha / beta) at -5.19 / -5.18 eV. As for the LUMO energy (alpha / beta): -0.7 / -1.7 eV. The calculation puts the energy above the lowest of the compared OMol25 structures with the same formula, charge and spin at 0.000 eV. Its electronic energy is -1816.02006 hartree. As for the total charge: 0. The orbital gap (alpha / beta) comes out at 4.46 / 3.50 eV.

Atoms and positions in Å:
P (-1.8470, -2.7295, 0.5988)
P (1.4273, -1.3384, 0.1128)
C (-0.3322, -3.5466, 0.1357)
C (0.9972, -3.1729, 0.6566)
H (-0.2123, -2.7183, -2.3841)
H (-0.4278, -4.4696, -0.4631)
H (1.0146, -3.2671, 1.7824)
H (1.7807, -3.8351, 0.2137)
C (3.0040, -1.7784, -0.7282)
H (3.4446, -0.8277, -1.0642)
H (2.8489, -2.4473, -1.5852)
H (3.6576, -2.2572, 0.0247)
C (2.2555, -0.5813, 1.6078)
H (3.2354, -0.2451, 1.2197)
H (2.4051, -1.3236, 2.3964)
H (1.7911, 0.3503, 2.0258)
C (-2.8277, -3.9765, -0.3516)
H (-3.8864, -3.6923, -0.3894)
H (-2.6982, -4.9556, 0.1437)
H (-2.4092, -4.0388, -1.3691)
C (-2.2222, -3.0553, 2.4450)
H (-1.3336, -3.0421, 3.1161)
H (-2.7205, -4.0312, 2.5499)
H (-2.9255, -2.2543, 2.7577)
Ba (-0.5199, -0.7119, 2.0278)
C (0.9064, -1.0142, -2.8438)
C (0.6622, -2.4519, -2.9900)
C (0.3578, -2.7832, -4.4330)
C (-0.9975, -2.1542, -4.7980)
C (-2.0953, -2.3209, -3.7690)
C (-2.3513, -1.5282, -2.7118)
C (-1.4408, -0.5197, -2.0767)
C (-0.1348, -0.0330, -2.8239)
C (-2.4563, 0.9755, 1.2857)
H (1.9386, -0.6654, -2.9367)
H (1.4926, -3.0609, -2.6377)
H (0.3508, -3.8581, -4.6595)
H (1.1495, -2.3191, -5.0379)
H (-0.8514, -1.0786, -4.9795)
H (-1.3144, -2.5707, -5.7793)
H (-2.7067, -3.1960, -3.9896)
H (-3.3222, -1.5953, -2.2133)
H (-1.1234, -0.9134, -1.0817)
H (-1.9817, 0.4003, -1.7920)
H (-0.3938, 0.4086, -3.7944)
H (0.2995, 0.8304, -2.2733)
H (-3.1160, 1.1508, 2.1516)
H (-2.9473, 0.3594, 0.5211)
H (-2.0944, 1.9373, 0.9105)
C (4.0538, 4.4056, 0.4701)
C (4.1291, 3.0426, 0.8054)
C (3.2353, 2.5146, 1.7099)
C (2.0457, 3.2259, 2.0363)
C (2.0974, 4.6463, 1.8839)
C (3.0848, 5.2157, 1.0888)
N (0.9338, 2.5339, 2.4176)
C (-0.2770, 3.1807, 2.5608)
C (-1.1004, 2.8500, 3.6716)
C (-2.2282, 3.6148, 3.9611)
C (-2.6333, 4.6338, 3.0867)
C (-1.8922, 4.9101, 1.9326)
C (-0.7477, 4.1691, 1.6456)
H (4.7589, 4.8356, -0.2388)
H (4.9089, 2.4000, 0.3874)
H (3.3928, 1.5342, 2.1407)
H (1.3167, 5.2676, 2.3206)
H (3.0821, 6.3033, 0.9414)
H (-0.7954, 2.0158, 4.3087)
H (-2.7956, 3.3856, 4.8654)
H (-3.5405, 5.2051, 3.2984)
H (-2.1932, 5.6945, 1.2368)
H (-0.1651, 4.3618, 0.7414)

These are the Mulliken partial charges, in e, on atoms 1 to 5: atom 1 (P): 0.464, atom 2 (P): 0.397, atom 3 (C): -0.291, atom 4 (C): -1.039, atom 5 (H): -0.703